The following is a quantum chemistry calculation of 5 unconnected molecules or ions with the total composition C15H35N5O5 at a distorted geometry, from the OMol25 dataset.

Kohn-Sham gap in eV: 9.04
ΔE to the lowest compared entry with this formula, charge and spin in kcal per mole: 70.6
HOMO in eV: -8.839
SMILES: CN(C)C=O.CN(C)C=O.CN(C)C=O.CN(C)C=O.CN(C)C=O

Each line ends with the Löwdin charge.
CARTESIAN COORDINATES (ANGSTROEM)
C: 13.9605 21.5155 -7.3085  -0.05
N: 15.0806 22.2717 -7.8244  -0.19
C: 15.9443 21.5654 -8.7407  -0.07
C: 15.5336 23.3689 -7.1691  -0.35
O: 15.1104 23.7745 -6.1074  0.01
H: 13.3889 21.0587 -8.1154  0.08
H: 13.2789 22.2199 -6.8278  0.08
H: 14.2627 20.7859 -6.5543  0.09
H: 16.5705 20.7993 -8.2631  0.09
H: 15.3818 21.0385 -9.5123  0.09
H: 16.6230 22.2618 -9.2391  0.08
H: 16.3418 23.8646 -7.7365  0.13
C: 9.6835 16.8763 -1.3389  -0.07
N: 9.1424 17.6143 -0.2267  -0.20
C: 9.5995 18.9851 -0.1050  -0.04
C: 8.1177 17.1263 0.5019  -0.36
O: 7.5530 17.7293 1.3787  0.02
H: 10.5728 17.4070 -1.6917  0.08
H: 8.9947 16.8672 -2.1862  0.09
H: 10.0937 15.8953 -1.1016  0.09
H: 10.6703 19.0957 0.0366  0.09
H: 9.3714 19.4647 -1.0749  0.08
H: 8.9640 19.5411 0.5765  0.09
H: 7.7989 16.1050 0.2410  0.14
C: 9.7072 22.3478 -3.3613  -0.07
N: 10.8293 21.7599 -4.0305  -0.20
C: 10.6896 21.1554 -5.2879  -0.08
C: 12.0686 21.8023 -3.4807  -0.32
O: 13.0521 21.3221 -3.9912  0.03
H: 10.0066 22.9304 -2.4853  0.09
H: 9.0409 21.6087 -2.9000  0.08
H: 9.1538 23.0528 -3.9817  0.09
H: 9.7168 20.6637 -5.3703  0.08
H: 10.8946 21.8210 -6.1267  0.10
H: 11.3498 20.2915 -5.4034  0.09
H: 12.1108 22.3262 -2.5120  0.14
C: 9.1902 18.3884 -6.9667  -0.07
N: 9.8654 18.7502 -8.1980  -0.19
C: 11.1296 18.1010 -8.4920  -0.05
C: 9.5900 19.9013 -8.8467  -0.37
O: 10.2716 20.4092 -9.7087  0.02
H: 8.4166 19.1260 -6.7555  0.08
H: 9.9396 18.3863 -6.1736  0.08
H: 8.7116 17.4107 -7.0300  0.09
H: 11.9710 18.6924 -8.1298  0.09
H: 11.1802 17.0701 -8.1480  0.09
H: 11.2110 18.0040 -9.5783  0.09
H: 8.6407 20.3650 -8.5155  0.14
C: 18.7851 22.7558 -3.7836  -0.08
N: 17.7447 21.8832 -3.2939  -0.20
C: 16.3656 22.0943 -3.8054  -0.01
C: 18.0179 21.0050 -2.3051  -0.36
O: 17.2048 20.2611 -1.7980  0.00
H: 19.5895 22.8727 -3.0611  0.08
H: 18.4403 23.7749 -3.9842  0.09
H: 19.1424 22.3896 -4.7549  0.09
H: 16.4400 21.7432 -4.8297  0.08
H: 15.6761 21.6294 -3.1141  0.08
H: 16.1923 23.1678 -3.7538  0.08
H: 19.0717 21.0218 -1.9840  0.13